## one
This record from OMol25 describes 3 unconnected molecules or ions with the total composition C4H16N3O. The level of theory is ωB97M-V with the def2-TZVPD basis set.

Each atom is followed by the atoms it is bonded to, with distances in Å.
Geometry (Å):
1 O 2.012 -1.190 -1.347  H11 0.989, H13 0.959
2 N 0.382 -0.791 0.519  C5 1.408, H22 1.030
3 N -2.343 -0.536 -0.469  C7 1.450, H16 1.014, H21 1.007
4 N 1.694 1.646 1.604  C6 1.438, H14 1.010, H20 1.007
5 C 0.136 0.518 0.062  N2 1.408, C6 1.623, C8 1.526, H24 1.098
6 C 1.509 1.372 0.205  N4 1.438, C5 1.623, H15 1.098, H19 1.092
7 C -1.360 -0.662 -1.528  N3 1.450, C8 1.600, H9 1.105, H17 1.085
8 C -0.390 0.600 -1.368  C5 1.526, C7 1.600, H12 1.086, H23 1.096
9 H -0.681 -1.511 -1.331  C7 1.105
10 H -2.127 -1.168 3.131  H18 0.740
11 H 1.667 -1.337 -0.432  O1 0.989
12 H 0.418 0.519 -2.089  C8 1.086
13 H 2.714 -1.766 -1.655  O1 0.959
14 H 1.586 0.789 2.127  N4 1.010
15 H 2.241 0.886 -0.454  C6 1.098
16 H -3.302 -0.657 -0.774  N3 1.014
17 H -1.826 -0.675 -2.509  C7 1.085
18 H -2.225 -1.042 3.854  H10 0.740
19 H 1.190 2.313 -0.250  C6 1.092
20 H 2.402 2.273 1.948  N4 1.007
21 H -2.086 -1.250 0.193  N3 1.007
22 H -0.059 -0.925 1.440  N2 1.030
23 H -0.915 1.551 -1.517  C8 1.096
24 H -0.636 1.044 0.640  C5 1.098

Output
gap between HOMO and LUMO	5.37	eV
spin multiplicity	1
HOMO	-0.5024	Eh
total charge	+1

---

## two
This record from OMol25 describes 2 unconnected molecules or ions with the total composition C4H16N3O. The level of theory is ωB97M-V with the def2-TZVPD basis set.

Each atom is followed by the atoms it is bonded to, with distances in Å.
Geometry (Å):
1 O -0.910 0.908 -3.416  H9 0.956, H19 0.956
2 N -0.106 1.534 2.478  C6 1.473, H11 1.010, H17 1.006
3 N 0.651 -2.516 -0.272  C8 1.467, H18 1.005, H20 0.999
4 N -0.988 -0.610 1.224  C5 1.573, H14 1.015, H21 0.994, H22 1.013
5 C -0.443 0.490 0.242  N4 1.573, C6 1.538, C7 1.534, H23 1.081
6 C -0.305 1.796 1.042  N2 1.473, C5 1.538, H10 1.087, H16 1.089
7 C 0.925 -0.035 -0.212  C5 1.534, C8 1.600, H12 1.084, H24 1.095
8 C 0.837 -1.342 -1.131  N3 1.467, C7 1.600, H13 1.085, H15 1.087
9 H -0.562 1.764 -3.659  O1 0.956
10 H -1.196 2.416 0.989  C6 1.087
11 H 0.885 1.414 2.630  N2 1.010
12 H 1.664 0.653 -0.606  C7 1.084
13 H 0.084 -1.258 -1.907  C8 1.085
14 H -1.391 -0.185 2.053  N4 1.015
15 H 1.882 -1.302 -1.427  C8 1.087
16 H 0.590 2.241 0.609  C6 1.089
17 H -0.519 2.255 3.045  N2 1.006
18 H -0.287 -2.872 -0.316  N3 1.005
19 H -0.254 0.213 -3.402  O1 0.956
20 H 1.299 -3.254 -0.454  N3 0.999
21 H -0.230 -1.193 1.493  N4 0.994
22 H -1.693 -1.147 0.731  N4 1.013
23 H -1.275 0.473 -0.448  C5 1.081
24 H 1.343 -0.444 0.714  C7 1.095

Output
gap between HOMO and LUMO	10.51	eV
spin multiplicity	1
HOMO	-0.4948	Eh
total charge	+1

---

Which is most stable, and by how much? two, by 132.8 kcal/mol.

---

## one
This record from OMol25 describes a single C3H6N2S molecule. The level of theory is ωB97M-V with the def2-TZVPD basis set.

Each atom is followed by the atoms it is bonded to, with distances in Å.
Geometry (Å):
1 S -2.455 0.429 0.080  C6 1.688
2 N 0.029 -0.267 -0.178  N3 1.370, C6 1.295, H9 1.011
3 N 1.169 -0.985 0.067  N2 1.370, C5 1.213
4 C 2.519 1.112 -0.004  C5 1.581, H8 1.185, H10 1.225, H12 1.202
5 C 2.256 -0.445 0.078  N3 1.213, C4 1.581, H7 1.192
6 C -1.195 -0.682 -0.092  S1 1.688, N2 1.295, H11 1.112
7 H 2.933 -1.360 0.433  C5 1.192
8 H 2.454 1.516 1.108  C4 1.185
9 H 0.143 0.701 -0.446  N2 1.011
10 H 3.552 1.261 -0.645  C4 1.225
11 H -1.294 -1.778 -0.250  C6 1.112
12 H 1.620 1.651 -0.593  C4 1.202

Output
gap between HOMO and LUMO	8.80	eV
SMILES	C/C=N\NC=S
spin multiplicity	1
HOMO	-0.3112	Eh
total charge	0

---

## two
This record from OMol25 describes a single C3H6N2S molecule. The level of theory is ωB97M-V with the def2-TZVPD basis set.

Each atom is followed by the atoms it is bonded to, with distances in Å.
Geometry (Å):
1 S 0.358 -1.181 1.105  N3 1.714, C5 1.795
2 N -0.521 2.045 -1.064  C4 1.503, H7 1.023, H8 1.002
3 N 0.867 -1.144 -0.532  S1 1.714, C6 1.280
4 C -0.700 0.666 -0.494  N2 1.503, C5 1.510, C6 1.488, H10 1.123
5 C -0.392 0.444 0.968  S1 1.795, C4 1.510, H11 1.149, H12 1.067
6 C 0.373 -0.134 -1.144  N3 1.280, C4 1.488, H9 1.090
7 H -0.950 2.130 -1.989  N2 1.023
8 H -0.920 2.711 -0.431  N2 1.002
9 H 0.715 0.051 -2.162  C6 1.090
10 H -1.656 0.148 -0.779  C4 1.123
11 H 0.262 1.314 1.336  C5 1.149
12 H -1.294 0.384 1.533  C5 1.067

Output
gap between HOMO and LUMO	9.29	eV
SMILES	N[C@H]1C=NSC1
spin multiplicity	1
HOMO	-0.3113	Eh
total charge	0

---

Which is most stable, and by how much? two, by 43.9 kcal/mol.